DFT (wB97M-V/def2-TZVPD) results for a molecular structure, C13H9IrNO5.

HOMO (alpha / beta): -17.1 / -17.4 eV
2S+1: 2
net charge: +2

CARTESIAN COORDINATES (ANGSTROEM)
Ir  -0.84820  -0.40995  -0.12472
C  -1.98105  -2.20031  1.08314
C  -2.67136  -1.00893  1.36528
C  -3.25168  -0.27430  0.31496
C  -3.09636  -0.68899  -1.02525
C  -2.40622  -1.87176  -1.30569
C  -1.87642  -2.64222  -0.24630
H  -1.56294  -2.78777  1.89023
H  -2.78472  -0.67939  2.39001
H  -3.79543  0.63502  0.53724
H  -3.52761  -0.10569  -1.82892
H  -2.29734  -2.20789  -2.32912
H  -1.35381  -3.56532  -0.46206
O  4.45673  2.62050  0.22488
C  3.35781  1.91754  0.13002
C  3.32106  0.54805  -0.20209
C  2.10213  -0.06379  -0.26998
N  0.96232  0.59480  -0.02967
C  0.98163  1.90329  0.27144
C  2.14641  2.60344  0.36369
C  -0.39984  2.43968  0.43265
O  -0.74733  3.52679  0.72235
O  -1.28107  1.44461  0.12467
C  1.83601  -1.48251  -0.64503
O  2.60590  -2.34291  -0.88179
O  0.48966  -1.65365  -0.73943
H  5.26675  2.11834  0.04963
H  4.21560  -0.02647  -0.41030
H  2.13937  3.65981  0.60015

---

DFT (wB97M-V/def2-TZVPD) results for a molecular structure, C14H10Cl5LiN2O.

HOMO: -8.4 eV
energy above the lowest of the compared OMol25 structures with the same formula, charge and spin: 0.432 eV
net charge: 0

CARTESIAN COORDINATES (ANGSTROEM)
Li  -0.26041  0.35051  0.66047
Cl  3.74907  0.67904  0.71821
C  2.64022  1.99982  0.49391
C  1.28323  1.68939  0.43513
C  0.50318  2.84919  0.32642
Cl  -1.22699  2.58405  0.32736
C  0.90877  4.15578  0.23564
Cl  -0.14354  5.46325  -0.00697
C  2.27645  4.35951  0.26624
Cl  2.89987  6.01055  0.24659
C  3.14997  3.29349  0.42295
Cl  4.83181  3.57504  0.42502
C  -3.57432  0.71600  0.11797
C  -2.67640  -0.45248  0.49608
O  -1.80558  -0.34641  1.38665
N  -2.82256  -1.62772  -0.15320
C  -1.95699  -2.73887  0.17890
C  -0.53593  -2.57013  -0.27497
C  0.23144  -3.76413  -0.26387
C  1.55002  -3.71381  -0.64719
C  2.09753  -2.46796  -0.97583
C  1.29677  -1.35729  -0.96938
N  -0.02066  -1.41876  -0.63336
H  -4.54837  0.38727  -0.30212
H  -3.08193  1.25613  -0.66183
H  -3.74522  1.38717  0.96779
H  -3.40396  -1.74443  -0.94037
H  -2.40466  -3.63952  -0.23857
H  -1.93956  -2.88642  1.26576
H  -0.21320  -4.76493  -0.02570
H  2.09739  -4.62660  -0.65273
H  3.17501  -2.30807  -1.10074
H  1.66957  -0.32868  -1.12427

---

DFT (wB97M-V/def2-TZVPD) results for a molecular structure, C14H10I2N10O2ReS.

HOMO (alpha / beta): -15.4 / -15.3 eV
2S+1: 2
energy above the lowest of the compared OMol25 structures with the same formula, charge and spin: 1.699 eV
net charge: +2

CARTESIAN COORDINATES (ANGSTROEM)
Re  -1.03598  0.02347  0.67523
C  3.09582  -0.13503  -0.75117
C  1.62912  0.01537  -0.57307
N  1.01642  -0.15383  0.56943
N  1.72232  -0.38533  1.71473
C  1.10702  -0.56813  2.91303
N  1.84812  -0.72393  3.99903
S  -0.58628  -0.62853  3.01773
C  0.74602  0.37547  -1.68087
C  1.17872  0.68077  -2.97147
C  0.24492  1.00327  -3.94767
C  -1.10128  1.01127  -3.61587
C  -1.46248  0.71967  -2.30697
N  -0.57278  0.42177  -1.37297
H  3.50362  -0.90243  -0.09667
H  3.60762  0.80837  -0.55337
H  3.33432  -0.42283  -1.77047
H  2.73742  -0.29563  1.68013
H  2.85482  -0.66063  4.00433
H  1.39312  -0.89803  4.88563
H  2.22932  0.68707  -3.21417
H  0.56412  1.24567  -4.95027
H  -1.86168  1.24797  -4.34247
H  -2.50138  0.72917  -2.00757
I  -3.78848  0.19847  0.86733
I  -4.62868  -2.21123  0.08763
O  -0.64758  1.99647  1.04773
N  -1.13388  2.60966  2.07503
C  -1.62238  3.79646  2.05333
C  -1.78868  4.51366  0.83043
N  -1.87418  4.98406  -0.20747
C  -2.02638  4.42326  3.26263
N  -2.34998  4.95296  4.22173
O  -1.32378  -1.93863  0.11023
N  -0.43418  -2.70594  -0.39727
C  -0.46398  -3.97813  -0.55727
C  -1.51578  -4.83544  -0.12177
N  -2.39188  -5.46094  0.25993
C  0.67562  -4.55894  -1.17907
N  1.62332  -4.98064  -1.65737

---

DFT (wB97M-V/def2-TZVPD) results for a molecular structure, C14H10IrN7O2S5.

HOMO: -7.9 eV
energy above the lowest of the compared OMol25 structures with the same formula, charge and spin: 0.212 eV
net charge: 0

CARTESIAN COORDINATES (ANGSTROEM)
Ir  1.70007  0.47040  -0.24226
S  2.65191  -0.87408  1.29144
C  4.18635  -0.76499  0.46694
S  3.90192  0.29742  -0.89769
C  5.35956  -1.36321  0.82088
C  5.39859  -2.18295  1.98148
N  5.36981  -2.83018  2.93288
C  6.52716  -1.16314  0.03690
N  7.46966  -0.97636  -0.59666
C  -2.52215  4.24039  0.92619
C  -1.04512  4.28441  0.85241
N  -0.29902  5.33872  0.78906
N  0.97879  4.85808  0.74987
C  1.04290  3.52359  0.76534
S  2.41236  2.52053  0.68890
N  -0.25795  3.15024  0.83440
N  -0.59687  1.81204  0.91262
H  -2.90924  5.25515  0.91597
H  -2.84432  3.74208  1.84141
H  -2.93923  3.69310  0.07989
H  1.75502  5.49464  0.69457
H  -1.53002  1.59445  0.56889
H  -0.52426  1.52402  1.88472
O  -2.83757  -0.01951  0.55044
S  -2.00531  -1.19708  0.67974
O  -1.87963  -1.79136  1.97183
N  -0.52268  -0.83569  0.03860
C  -0.31855  -1.46384  -1.08454
S  1.17424  -1.11806  -1.84975
C  -1.38864  -2.39461  -1.50312
C  -1.44072  -3.24270  -2.59462
C  -2.55322  -4.06513  -2.72614
C  -3.57790  -4.04451  -1.78634
C  -3.52434  -3.19611  -0.68368
C  -2.41980  -2.38149  -0.57690
H  -0.63371  -3.26934  -3.31487
H  -2.62037  -4.74084  -3.56804
H  -4.42670  -4.70365  -1.90869
H  -4.31100  -3.18046  0.05789

---

DFT (wB97M-V/def2-TZVPD) results for 2 unconnected molecules or ions with the total composition C14H11BF3N.

HOMO: -9.5 eV
net charge: 0
SMILES: Fc1cccc(Cc2cc(F)cc(F)c2)c1.BC#N

CARTESIAN COORDINATES (ANGSTROEM)
F  3.69641  1.20613  -2.07268
C  2.63183  1.73267  -1.36848
C  2.69163  3.07339  -0.99690
C  1.59248  3.60895  -0.28893
C  0.52349  2.78672  0.05030
C  0.50620  1.42833  -0.30110
C  -0.60228  0.62859  0.34163
C  -1.24821  -0.57326  -0.30256
C  -0.58340  -1.55351  -1.04980
C  -1.25912  -2.74343  -1.34053
F  -0.60068  -3.72718  -2.05609
C  -2.58188  -2.97552  -0.96477
C  -3.22914  -1.95293  -0.26203
F  -4.53927  -2.13260  0.14013
C  -2.59848  -0.75740  0.04401
C  1.56272  0.89160  -1.05106
H  3.54266  3.69507  -1.27041
H  1.58295  4.66065  0.00718
H  -0.30679  3.17470  0.63787
H  -1.39803  1.31092  0.62893
H  -0.20171  0.29615  1.25820
H  0.45199  -1.45655  -1.34537
H  -3.10177  -3.89476  -1.23466
H  -3.10854  0.02085  0.60828
H  1.59222  -0.14156  -1.36010
B  1.25128  -0.78827  2.97543
C  0.82368  -2.19059  2.59563
N  0.47571  -3.27015  2.26596
H  2.04711  -0.25660  2.22344
H  0.38692  -0.10041  3.48845

---

DFT (wB97M-V/def2-TZVPD) results for a molecular structure, C14H11Br2N2O5Pd.

HOMO (alpha / beta): -12.4 / -12.9 eV
2S+1: 3
energy above the lowest of the compared OMol25 structures with the same formula, charge and spin: 0.271 eV
net charge: +1

CARTESIAN COORDINATES (ANGSTROEM)
Pd  -0.65841  0.29456  -0.19328
O  -3.18733  3.26819  1.54867
C  -2.27759  2.70464  0.78036
O  -1.45702  1.91473  1.22003
C  -2.36941  3.23945  -0.63495
O  -1.43944  2.65957  -1.51632
C  -1.99689  1.91384  -2.62101
C  -1.99281  0.49067  -2.07728
O  -1.03491  -0.27492  -2.37438
O  -2.75109  0.29002  -1.07819
H  -3.09300  2.93676  2.45519
H  -2.16754  4.31381  -0.56417
H  -3.40086  3.11571  -0.96830
H  -1.31758  2.03327  -3.45957
H  -2.99464  2.26838  -2.87582
Br  5.88202  -0.02003  1.51599
C  4.08576  0.11874  1.00745
C  3.55749  1.34394  0.63165
C  2.22344  1.39189  0.27498
N  1.44281  0.31298  0.27294
C  1.95274  -0.87860  0.62700
C  3.27715  -1.00885  1.00932
C  1.01123  -2.03057  0.57714
C  1.40463  -3.34210  0.77728
C  0.44715  -4.34452  0.68884
Br  0.94354  -6.12962  0.95484
C  -0.86663  -4.02053  0.38983
C  -1.18009  -2.68829  0.19623
N  -0.26550  -1.72740  0.30191
H  4.16258  2.23792  0.61831
H  1.75662  2.32171  -0.02381
H  3.68402  -1.96199  1.30863
H  2.43129  -3.59712  0.98852
H  -1.62965  -4.77913  0.30048
H  -2.18207  -2.36711  -0.05850

---

DFT (wB97M-V/def2-TZVPD) results for a molecular structure, C14H11Cl2N3S3Te4Y.

HOMO: -3.4 eV
energy above the lowest of the compared OMol25 structures with the same formula, charge and spin: 0.210 eV
net charge: -1

CARTESIAN COORDINATES (ANGSTROEM)
Y  -0.61947  0.53037  0.08806
C  2.33770  -2.82986  4.04985
S  2.80948  -1.22415  3.38423
C  1.58295  -0.94285  2.18481
S  1.76119  0.58400  1.39303
N  0.69708  -1.88790  2.00866
N  -0.24479  -1.60104  1.06769
C  -0.95607  -2.58175  0.67164
C  -1.87168  -2.41258  -0.46630
C  -2.46626  -3.51174  -1.06194
C  -3.22555  -3.32420  -2.20717
C  -3.35352  -2.05132  -2.73084
C  -2.70453  -1.00697  -2.09000
N  -1.98038  -1.18411  -0.99128
H  3.07079  -3.05696  4.82275
H  2.36347  -3.59224  3.27587
H  1.34257  -2.78247  4.48393
H  -0.82712  -3.56337  1.12106
H  -2.33400  -4.49319  -0.62729
H  -3.70327  -4.16685  -2.68927
H  -3.93394  -1.86009  -3.62131
H  -2.76303  0.00870  -2.46395
Te  -1.49882  1.36946  3.18879
Te  -2.73462  1.29653  5.57879
Te  -4.26691  3.56135  0.46611
Te  -3.44529  1.10045  1.26832
Cl  -0.44693  3.30761  -0.21318
C  1.09823  3.30858  -1.04095
C  1.93725  4.37026  -0.75115
C  3.16884  4.45011  -1.37548
C  3.53888  3.46710  -2.27742
C  2.68280  2.41375  -2.54506
Cl  3.22457  1.22027  -3.68324
C  1.42261  2.28174  -1.93605
S  0.38402  0.91569  -2.31294
H  1.61839  5.11552  -0.03631
H  3.83823  5.27033  -1.15574
H  4.49713  3.50184  -2.77671

---

DFT (wB97M-V/def2-TZVPD) results for C14H11ClN4O3 in the gas phase.

HOMO: -7.0 eV
energy above the lowest of the compared OMol25 structures with the same formula, charge and spin: 0.000 eV
net charge: 0
SMILES: Cn1c2[n+]([O-])c3ccc(Cl)cc3c(=O)c-2c2n1C(=O)NCC2

CARTESIAN COORDINATES (ANGSTROEM)
C  -2.98146  0.86767  -1.28224
N  -1.55578  0.67965  -1.05635
C  -1.01568  -0.18246  -0.06720
N  -1.55925  -0.90637  0.88945
O  -2.75341  -0.85159  1.05823
C  -0.75304  -1.58775  1.82633
C  -1.32284  -2.25697  2.96531
C  -0.48233  -2.96906  3.85105
C  0.86732  -3.08536  3.59648
Cl  1.88479  -3.97501  4.71725
C  1.46115  -2.40051  2.52512
C  0.67124  -1.63609  1.65504
C  1.30481  -0.91051  0.54040
O  2.46601  -0.97980  0.25609
C  0.40476  -0.08727  -0.24745
C  0.75556  0.78009  -1.21729
N  -0.41694  1.28650  -1.74983
C  -0.40758  2.26740  -2.71613
O  -1.38202  2.68214  -3.30290
N  0.76841  2.86997  -3.06928
C  1.99209  2.65974  -2.30225
C  2.06860  1.23860  -1.71362
H  -3.47015  1.12900  -0.33952
H  -3.48747  0.01190  -1.66377
H  -3.14294  1.68051  -1.97892
H  -2.37126  -2.14916  3.20403
H  -0.87368  -3.49198  4.72636
H  2.54525  -2.44217  2.34951
H  0.64464  3.76391  -3.54597
H  2.10848  3.37072  -1.49561
H  2.83458  2.84875  -2.94840
H  2.83794  1.23890  -0.95774
H  2.36020  0.53659  -2.50619

---

Number 1: maximum force 0.62 eV/Å. Number 2: maximum force 2.14 eV/Å. Number 3: maximum force 3.99 eV/Å. Number 4: maximum force 0.95 eV/Å. Number 5: maximum force 3.59 eV/Å. Number 6: maximum force 0.27 eV/Å. Number 7: maximum force 1.08 eV/Å. Number 8: maximum force 6.85 eV/Å.